[1]
Entry from OMol25: a 2-piece molecular cluster, C4H10N2O2 overall (the ωB97M-V functional and the def2-TZVPD basis).

Each line ends with the natural charge from an NBO analysis.
Element x y z (Å)
C: -0.7151 -0.0307 -0.8523  -0.12
C: 1.1209 -3.1709 -0.1411  0.15
C: -1.4044 3.1083 0.9979  -0.26
C: -0.5079 1.0830 0.1683  0.55
N: 2.0017 -2.5951 -0.8939  -0.68
O: 0.2341 -1.0232 -0.7570  -0.92
O: -1.4869 2.0123 0.0831  -0.51
N: 0.4297 1.1589 1.0127  -0.75
H: 1.0229 0.3390 0.8790  0.36
H: 1.5053 -1.7193 -1.3861  0.49
H: 2.9307 -2.4445 -0.5201  0.39
H: -0.7325 0.4448 -1.8488  0.17
H: -1.7370 -0.4209 -0.6995  0.16
H: 1.3932 -3.5965 0.8196  0.19
H: 0.1249 -3.3038 -0.5285  0.23
H: -2.2640 3.7396 0.7814  0.18
H: -0.4751 3.6631 0.8547  0.19
H: -1.4405 2.7558 2.0304  0.19

Summary:
Energy relative to the best compared isomer or geometry (same formula, charge and spin)   442.3 kJ/mol
Gap between HOMO and LUMO   8.17 eV
LUMO energy   -0.386 eV
Calculated total energy   -418.2925 Eh
Spin multiplicity   1

***

[2]
Entry from OMol25: one molecule with the formula C3H6N2O (the ωB97M-V functional and the def2-TZVPD basis).

Each line ends with the natural charge from an NBO analysis.
Element x y z (Å)
N: -0.4151 -0.2483 -1.6377  -0.79
C: -0.4522 -0.2813 -0.2779  0.60
O: -1.5433 -0.6020 0.2831  -0.30
C: 0.7176 0.0493 0.5185  -0.29
C: 1.6283 0.9530 0.1550  -0.35
N: -1.6220 -0.2052 1.6697  -0.65
H: -1.2210 -0.6063 -2.1307  0.41
H: 0.4801 -0.3948 -2.0793  0.40
H: 0.7260 -0.4733 1.4732  0.27
H: 1.4988 1.5733 -0.7299  0.20
H: 2.4997 1.1470 0.7723  0.21
H: -2.2968 -0.9114 1.9838  0.29

Summary:
Energy relative to the best compared isomer or geometry (same formula, charge and spin)   460.3 kJ/mol
Gap between HOMO and LUMO (alpha / beta)   7.27 / 7.26 eV
LUMO energy (alpha / beta)   0.267 / 0.267 eV
Calculated total energy   -302.5178 Eh
Spin multiplicity   1

***

- Which of these has the lowest calculated total energy?
  C4H10N2O2

***

- Number 1 is which compound?
  C4H10N2O2

***

- Number 1 is which compound?
  C4H10N2O2

***

- calculated total energy of number 2 (C3H6N2O)?
  -302.5178 Eh